C8H15N2O3 | ωB97M-V with the def2-TZVPD basis set

Multiplicity = 1
Net charge = +1
LUMO level (alpha / beta) = -0.163 / -0.163 Ha
ΔE to the lowest compared entry with this formula, charge and spin = 100.5 kcal per mole
Electronic energy = -648.70886 Eh
SMILES string = C=C/C(=[NH+]/N(C)C)OC(=O)OCC
Gap between HOMO and LUMO (alpha / beta) = 8.4 / 8.4 eV

Atoms and positions in Å:
C  -0.58784  1.07023  3.05474
C  -0.45482  1.72141  1.87232
C  -0.49954  1.15122  0.55067
C  0.76898  -0.83983  0.77713
C  1.51776  -4.43357  0.13885
C  -1.01008  2.87677  -2.52163
C  -1.48569  0.42903  -2.10619
C  1.95812  -2.97732  0.38474
N  -0.70260  1.96530  -0.46483
N  -0.79186  1.69482  -1.76820
O  -0.39461  -0.20418  0.29240
O  1.57178  -0.30421  1.44228
O  0.72473  -2.10855  0.37665
H  -0.47592  1.66652  3.94504
H  -0.61951  -0.01324  3.15307
H  -0.40702  2.85482  2.06788
H  2.49495  -4.96360  -0.08471
H  0.89326  -4.93845  0.86009
H  0.94763  -4.40830  -0.76622
H  -0.65651  2.92479  -3.64884
H  -1.98484  3.33435  -2.46414
H  -0.30865  3.67637  -2.23044
H  -1.67526  0.53388  -3.23124
H  -0.83453  -0.39624  -1.90615
H  -2.52371  0.34566  -1.57705
H  2.51024  -2.60560  -0.41833
H  2.60208  -2.66866  1.34091
H  -0.60791  2.94244  -0.34006

Forces on atoms 1 to 2 (eV/Å):
0.9 -0.1 -1.6
-0.4 1.4 2.6